DFT (wB97M-V/def2-TZVPD) results for a cluster of 2 separate species, C3H8S in total.

Each line ends with the Mulliken charge.
Geometry (Å):
C 0.02258 -1.60940 -1.71065  -0.41
C 0.29715 -2.27366 -0.58011  -0.40
H 0.10814 -0.54955 -1.91524  0.22
H -0.26729 -2.18372 -2.58827  0.22
H 0.46874 -1.68831 0.31436  0.12
H 0.63363 -3.28917 -0.73859  0.26
C -0.91605 0.82964 1.45876  -0.77
S 0.40622 1.37111 0.34425  -0.24
H -1.76600 0.39684 0.92583  0.28
H -1.35830 1.66397 2.00611  0.33
H -0.52190 0.04949 2.10483  0.27
H -0.23644 2.32612 -0.32976  0.12

## Properties
SMILES string: C=C.CS
Energy above the lowest of the compared OMol25 structures with the same formula, charge and spin, kJ/mol: 144.5
Highest occupied orbital energy, hartree: -0.334

***

DFT (wB97M-V/def2-TZVPD) results for a structure of composition C4H13N2O2.

Each line ends with the Mulliken charge.
Geometry (Å):
C -0.52387 -0.43992 0.26199  -0.66
C 0.23028 0.28846 -0.86840  -0.36
C 1.68176 0.37304 -0.46468  -0.49
O 2.21136 -0.88179 -0.12234  -0.75
N -2.26497 -0.47274 0.00267  -0.61
C -2.59176 0.71939 0.73825  -0.24
N -4.05533 0.82783 0.61065  -0.63
H -0.50061 0.30995 1.05084  0.23
H 0.12575 -1.28168 0.53486  0.44
H -0.23360 1.25481 -1.08504  0.23
H 0.01755 -0.34809 -1.73549  0.29
H 1.69444 0.96015 0.47245  0.15
H 2.35807 0.84750 -1.18168  0.36
H -1.63808 -1.11966 0.51875  0.36
H -2.16642 1.68445 0.40006  0.24
H -2.32258 0.66923 1.80362  0.27
H -4.27128 0.56289 -0.34224  0.21
H -4.50145 1.69886 0.85194  0.21
H 3.42333 -0.76762 -0.35642  0.45
H 4.85292 -1.09930 0.45014  0.20
O 4.60561 -0.60454 -0.33546  -0.89

## Properties
Energy above the lowest of the compared OMol25 structures with the same formula, charge and spin, kJ/mol: 392.1
Highest occupied orbital energy, hartree: -0.146
Total charge: -1

***

DFT (wB97M-V/def2-TZVPD) results for a structure of composition C8H13BBrN3O5STa.

Each line ends with the Mulliken charge.
Geometry (Å):
N 2.51072 -1.83094 3.57504  -0.54
C 1.68469 -1.30735 2.96358  0.47
O 0.88972 -0.48850 2.21289  -0.70
Ta 1.69322 -0.20427 0.20866  1.18
C 0.01452 1.31813 -0.18293  -1.26
C -1.18520 0.81184 -1.06509  -0.42
S -2.58737 2.05255 -0.82479  -0.20
C -3.96853 1.02580 -0.23723  0.48
N -5.26320 1.02006 -0.59366  -0.42
N -5.78727 0.00400 0.16295  -0.35
C -4.85960 -0.56463 0.92617  0.04
O -3.64922 0.07489 0.70223  -0.17
C 0.45382 -2.01642 -0.43553  -0.96
B 0.54812 -2.23993 -2.02380  0.48
O 1.63641 -3.04513 -2.47388  -0.57
O -0.33232 -1.67643 -2.98299  -0.58
C 3.08991 1.42014 1.15652  -0.76
C 2.57480 2.85109 0.95815  0.40
O 2.83345 3.41623 -0.06635  -0.50
Br 1.54190 3.79963 2.34670  -0.23
H 3.08994 -1.40546 0.55347  -0.04
H 2.43538 0.02740 -1.46531  -0.19
H 0.48634 2.17247 -0.75986  0.40
H -0.36164 1.78006 0.77059  0.41
H -0.95237 0.87261 -2.15710  0.31
H -1.61574 -0.16697 -0.76148  0.19
H -4.94692 -1.41502 1.62716  0.36
H -0.60213 -2.01848 -0.04462  0.32
H 0.93689 -2.93287 0.02254  0.41
H 2.31291 -2.95601 -1.77596  0.31
H 0.07334 -0.82453 -3.22718  0.30
H 3.22209 1.18115 2.24165  0.40
H 4.08335 1.26490 0.64947  0.41

## Properties
Highest occupied orbital energy, hartree: -0.223
Total charge: -1

***

| no. | F_max (eV/A) |
| --- | --- |
| 1 | 2.07 |
| 2 | 4.84 |
| 3 | 4.33 |